Entry 1:
{
  "formula": "C39H86BrNNbO2",
  "method": "ωB97M-V/def2-TZVPD",
  "total_charge": -1,
  "symbols": ["C", "C", "C", "C", "C", "C", "C", "C", "C", "C", "C", "Nb", "C", "C", "C", "N", "C", "C", "C", "C", "C", "C", "C", "C", "C", "C", "O", "O", "C", "C", "C", "Br", "H", "H", "H", "H", "H", "H", "H", "H", "H", "H", "H", "H", "H", "H", "H", "H", "H", "H", "H", "H", "H", "H", "H", "H", "H", "H", "H", "H", "H", "H", "H", "H", "H", "H", "H", "H", "H", "H", "H", "H", "H", "H", "H", "H", "H", "H", "H", "H", "H", "H", "H", "H", "H", "H", "H", "H", "H", "H", "C", "C", "C", "C", "C", "C", "H", "H", "H", "H", "H", "H", "H", "H", "H", "H", "H", "H", "H", "H", "C", "C", "C", "C", "C", "C", "H", "H", "H", "H", "H", "H", "H", "H", "H", "H", "H", "H", "H", "H"],
  "positions_angstrom": [[5.07684, -5.81922, -2.08158], [5.40737, -4.38668, -1.42062], [6.00101, -3.40198, -2.52462], [5.44115, -1.91062, -2.28926], [6.03013, -0.85157, -3.30027], [5.19972, 0.47386, -3.56407], [3.85797, 0.70219, -2.74871], [2.54271, 0.51810, -3.67855], [1.28232, 1.10012, -2.89235], [-0.04452, 0.13919, -2.96163], [-0.40244, -0.11964, -1.45750], [-2.19501, -1.32599, -0.84096], [-1.59776, -1.01741, 1.33538], [-0.39981, -0.12486, 1.76201], [0.63159, -1.02700, 2.64279], [2.00593, -0.41130, 2.67478], [-1.05201, -3.32648, -1.01340], [-1.93813, -4.58590, -1.39046], [-1.46257, -5.36528, -2.73090], [-2.27736, -4.78787, -4.00682], [-1.30350, -4.05914, -5.04016], [-1.73073, -2.57989, -5.44951], [-3.28589, -2.36786, -5.68378], [-3.61107, -1.14586, -6.68920], [-3.95676, -2.46004, 0.09407], [-5.17744, -2.78277, -0.84255], [-5.11588, -2.73128, -2.07496], [-6.37360, -3.17251, -0.14587], [-3.63325, 0.48551, -0.85672], [-3.60637, 1.47434, -2.07596], [-3.61651, 0.90776, -3.55596], [-2.30173, 3.01001, -1.89808], [4.33991, -5.69750, -2.94584], [6.01556, -6.36648, -2.42545], [4.54504, -6.43623, -1.27525], [6.14017, -4.47250, -0.55945], [4.43689, -3.98190, -0.97768], [7.13165, -3.35412, -2.39695], [5.68831, -3.68608, -3.58283], [4.30359, -1.94475, -2.41301], [5.61512, -1.58391, -1.20705], [7.08229, -0.56820, -2.93418], [6.22384, -1.35230, -4.31269], [5.89694, 1.36935, -3.39820], [4.91667, 0.51270, -4.67283], [3.88239, 1.78984, -2.38071], [3.70952, 0.07237, -1.82420], [2.70493, 1.19028, -4.57781], [2.48889, -0.57870, -3.94447], [1.64068, 1.20638, -1.80546], [1.03071, 2.17984, -3.18867], [-0.78560, 0.75690, -3.56628], [0.24461, -0.76325, -3.58938], [-0.48582, 0.90914, -0.94697], [0.51916, -0.60232, -0.95855], [-2.72224, -1.65920, -2.54379], [-1.46047, -2.07865, 1.76375], [-2.55268, -0.63104, 1.85304], [0.25494, 0.44065, 1.05291], [-0.78172, 0.66176, 2.51349], [0.68401, -2.10049, 2.24905], [0.27520, -1.09170, 3.71615], [1.94007, 0.60692, 2.81038], [2.44172, -0.56253, 1.75292], [-0.60109, -3.51982, 0.02642], [-0.15054, -3.19500, -1.71547], [-1.85499, -5.35594, -0.54053], [-3.03752, -4.41505, -1.57040], [-1.83666, -6.44028, -2.60201], [-0.34421, -5.37836, -2.87124], [-3.14045, -4.12754, -3.64660], [-2.78227, -5.66245, -4.55274], [-0.26695, -4.04383, -4.56341], [-1.23995, -4.67338, -5.99936], [-1.29440, -1.84878, -4.68487], [-1.19132, -2.32431, -6.43052], [-3.85717, -2.14573, -4.73128], [-3.72933, -3.29440, -6.19231], [-2.81211, -0.33678, -6.62787], [-3.74150, -1.47720, -7.76152], [-4.59659, -0.66120, -6.36562], [-3.51283, -3.38139, 0.61413], [-4.36721, -1.82551, 0.96248], [-6.83398, -3.82204, -0.71587], [-4.71741, 0.12881, -0.71631], [-3.37183, 1.06043, 0.09290], [-4.60477, 2.04614, -2.01279], [-2.87565, 0.09065, -3.78686], [-4.67144, 0.64502, -3.91412], [-3.30528, 1.78989, -4.22605], [-4.17975, 5.78412, 4.64440], [-2.93254, 6.16856, 3.85843], [-3.03629, 5.85024, 2.36565], [-3.19750, 4.36636, 2.02400], [-2.09181, 3.44910, 2.54785], [-0.71985, 3.76871, 1.97195], [-4.35945, 4.70691, 4.61286], [-4.06630, 6.06932, 5.69398], [-5.06249, 6.29451, 4.25022], [-2.05681, 5.67961, 4.29549], [-2.77099, 7.24637, 3.97106], [-2.14777, 6.24516, 1.86157], [-3.88761, 6.39618, 1.94465], [-3.25216, 4.26864, 0.93394], [-4.15994, 4.00816, 2.40487], [-2.34570, 2.41683, 2.28384], [-2.04941, 3.48431, 3.64173], [-0.72793, 3.69653, 0.88198], [0.02116, 3.06041, 2.35127], [-0.38893, 4.77230, 2.25048], [1.34479, 3.62567, 4.97970], [2.22458, 4.05171, 6.14788], [3.55148, 3.29310, 6.21275], [3.42960, 1.78112, 6.42406], [2.66815, 1.35636, 7.67962], [3.33093, 1.81561, 8.97192], [1.04927, 2.57646, 5.05995], [0.43078, 4.22530, 4.95862], [1.86285, 3.76811, 4.02789], [1.67155, 3.93994, 7.08529], [2.44279, 5.12031, 6.04551], [4.16215, 3.72472, 7.01343], [4.10615, 3.46834, 5.28480], [4.43914, 1.35634, 6.46052], [2.94715, 1.32944, 5.55134], [2.60583, 0.26317, 7.69197], [1.63721, 1.72155, 7.64503], [4.34899, 1.42599, 9.04852], [2.76578, 1.45337, 9.83458], [3.37158, 2.90485, 9.03973]],
  "forces_ev_per_a": [[-0.3, 0.3, 1.0], [-0.2, -0.5, -0.9], [-0.4, 1.3, 0.9], [-0.5, -0.2, -0.1], [1.0, -0.3, -0.2], [0.1, 0.4, -0.2], [-0.5, 0.9, -0.5], [0.9, 1.5, 0.9], [0.3, -0.5, 0.2], [1.7, 1.7, -0.1], [0.3, 0.4, 0.4], [1.2, 0.3, 0.7], [-0.6, -0.1, 0.9], [0.5, -0.6, 2.8], [-0.2, 0.8, -0.2], [-0.4, -0.5, -0.4], [-0.2, -0.5, -0.2], [1.2, -1.5, -0.4], [-2.0, -0.1, 0.3], [0.4, -0.5, -0.1], [-0.3, 0.2, -0.1], [0.5, 0.2, -0.2], [-0.2, 0.4, -0.9], [-0.2, 0.2, 0.7], [-1.4, 0.1, 1.2], [1.1, -0.2, -0.8], [-1.0, -0.5, 2.9], [1.5, -0.1, -1.2], [-0.3, 0.0, -0.4], [-2.8, 0.1, -0.3], [0.6, 1.3, -0.9], [-0.3, -0.8, 0.0], [1.1, -0.1, 1.1], [-1.3, 0.8, 0.4], [0.8, 0.6, -1.2], [-0.8, -0.1, -1.0], [1.2, -0.4, -0.7], [-1.3, -0.3, -0.6], [0.6, 0.1, 1.4], [1.4, -0.1, 0.1], [-0.1, -0.4, -1.4], [-1.4, -0.4, -0.5], [-0.4, 0.5, 1.4], [-1.0, -1.2, -0.2], [0.4, -0.1, 1.5], [-0.2, -1.5, -0.5], [0.5, 0.5, -1.0], [-0.1, -1.2, 0.6], [-0.3, 1.2, 0.1], [-0.8, -0.3, -1.4], [0.4, -1.6, 0.1], [0.5, -1.1, 1.0], [-0.6, 0.8, 1.0], [0.1, -1.3, -0.7], [-1.2, 0.5, -0.6], [0.1, -0.2, -0.3], [-0.2, 1.4, -0.5], [1.2, -0.5, -0.7], [-0.9, -0.7, 0.0], [0.6, -0.9, -1.1], [0.1, 1.6, 0.4], [0.2, 0.0, -1.2], [-0.1, -0.7, -0.2], [-0.3, 0.3, 0.6], [-0.6, 0.5, -1.3], [-1.3, -0.3, 0.8], [-0.2, 1.1, -1.0], [1.2, 0.2, 0.4], [0.8, 1.3, -0.1], [-1.2, 0.1, 0.1], [1.4, -0.7, -0.5], [0.7, 1.1, 0.8], [-1.2, 0.1, -0.8], [0.0, 0.7, 1.2], [-1.0, -0.9, -0.9], [-0.7, -0.4, 1.2], [0.9, -0.6, -0.9], [0.6, 1.1, 1.0], [-0.9, -1.0, -0.1], [0.4, 0.3, 1.1], [1.3, -0.6, -0.5], [-1.0, 0.9, -0.9], [0.4, -0.9, -1.1], [0.2, 0.8, 0.1], [1.4, 0.6, -0.4], [-0.2, -0.7, -1.0], [1.6, -0.5, -0.2], [-1.0, 0.7, 0.6], [1.4, 0.0, 0.9], [-0.5, -1.2, 0.8], [0.1, 0.0, 0.2], [-0.1, 0.1, -0.1], [0.2, 0.0, 0.0], [-0.1, 0.0, 0.0], [-0.1, 0.0, -0.2], [0.1, -0.1, 0.1], [0.0, 0.1, 0.0], [-0.1, 0.0, 0.0], [0.0, -0.1, 0.0], [0.0, 0.0, 0.0], [0.1, -0.1, 0.0], [0.0, 0.0, 0.0], [0.0, 0.0, 0.0], [0.0, 0.0, 0.1], [0.0, 0.0, 0.0], [0.0, 0.1, 0.0], [0.0, 0.0, 0.0], [0.0, 0.0, 0.0], [0.0, 0.0, -0.1], [0.0, 0.0, 0.0], [-0.1, 0.0, 0.1], [0.1, 0.0, -0.1], [0.0, 0.0, 0.2], [-0.1, 0.0, -0.2], [0.1, -0.1, 0.0], [-0.2, 0.0, 0.1], [0.0, 0.0, -0.1], [0.0, -0.1, -0.1], [0.0, 0.0, 0.0], [0.0, 0.0, 0.0], [0.0, 0.0, 0.1], [0.0, 0.0, 0.0], [0.0, 0.0, 0.0], [0.0, 0.0, 0.0], [0.0, 0.0, 0.0], [-0.1, 0.1, -0.1], [0.0, 0.0, 0.0], [0.0, 0.1, 0.0], [0.1, 0.0, 0.0], [0.0, 0.0, 0.0]],
  "lowdin_charge": [-0.141, -0.264, -0.225, -0.240, -0.225, -0.213, -0.228, -0.204, -0.218, -0.281, -0.405, 1.718, -0.382, -0.303, -0.280, -0.051, -0.353, -0.314, -0.209, -0.201, -0.211, -0.229, -0.256, -0.141, -0.299, -0.515, -0.005, -0.004, -0.372, -0.758, -0.195, 0.581, 0.075, 0.071, 0.069, 0.102, 0.106, 0.110, 0.111, 0.107, 0.121, 0.108, 0.106, 0.104, 0.103, 0.111, 0.094, 0.101, 0.106, 0.089, 0.107, 0.073, 0.079, 0.019, 0.061, -0.064, 0.041, 0.041, 0.063, 0.088, 0.105, 0.101, 0.045, 0.052, 0.034, 0.040, 0.095, 0.061, 0.092, 0.090, 0.089, 0.100, 0.095, 0.100, 0.075, 0.107, 0.079, 0.111, 0.068, 0.058, 0.064, 0.062, 0.053, 0.098, 0.056, 0.032, 0.073, 0.014, 0.087, 0.060, -0.118, -0.274, -0.227, -0.224, -0.261, -0.110, 0.066, 0.066, 0.072, 0.090, 0.101, 0.101, 0.107, 0.083, 0.103, 0.089, 0.097, 0.054, 0.047, 0.066, -0.117, -0.270, -0.230, -0.226, -0.271, -0.119, 0.070, 0.063, 0.076, 0.098, 0.103, 0.097, 0.109, 0.109, 0.096, 0.106, 0.099, 0.073, 0.067, 0.063]
}

Entry 2:
{
  "formula": "C5H9P",
  "method": "ωB97M-V/def2-TZVPD",
  "smiles": "[H]/P=C(C)/C=C/C",
  "de_lowest_kcal_mol": 51.8,
  "symbols": ["H", "P", "C", "C", "C", "C", "C", "H", "H", "H", "H", "H", "H", "H", "H"],
  "positions_angstrom": [[-3.56571, -0.32579, 0.21157], [-2.76521, 0.74310, 0.10663], [-1.39777, -0.14954, -0.05165], [-1.32930, -1.60174, -0.01607], [0.09319, 0.86004, -0.30476], [1.29015, 0.28559, -0.08074], [2.47704, 1.14514, 0.04007], [-1.16030, -2.08763, -1.03582], [-2.39698, -2.05040, 0.18114], [-0.50676, -1.88966, 0.73663], [-0.29080, 1.85335, -0.42623], [1.43992, -0.71993, 0.21989], [3.28955, 0.78112, -0.66319], [2.11664, 2.25192, -0.00557], [2.70633, 0.90444, 1.08809]],
  "forces_ev_per_a": [[-1.4, -1.5, 0.3], [0.5, 2.2, -0.2], [3.4, 2.8, -1.2], [-0.5, -2.5, -0.2], [-3.3, -5.0, 1.5], [-2.2, 2.4, -0.8], [0.1, 0.9, 0.1], [0.6, 0.8, 1.2], [2.1, 0.8, 0.4], [-1.4, -0.2, -1.1], [0.8, 0.5, -0.2], [-0.4, -1.0, -0.2], [-0.7, 1.0, 0.9], [1.3, -1.9, -0.3], [1.0, 0.6, -0.2]],
  "lowdin_charge": [-0.188, 0.834, -0.682, -0.218, -0.055, -0.241, -0.129, 0.095, 0.083, 0.092, 0.046, 0.083, 0.094, 0.110, 0.076]
}

Entry 3:
{
  "formula": "C6H10",
  "method": "ωB97M-V/def2-TZVPD",
  "de_lowest_kcal_mol": 100.2,
  "symbols": ["C", "C", "C", "C", "C", "C", "H", "H", "H", "H", "H", "H", "H", "H", "H", "H"],
  "positions_angstrom": [[-0.88174, 0.16586, 1.95649], [0.15399, 0.10401, 0.83480], [0.57825, 1.71819, -1.17337], [0.74420, 0.45331, -1.83532], [0.65968, -0.83006, -1.45548], [0.10371, -1.13291, -0.07956], [-0.74555, -0.70243, 2.60900], [-1.91310, 0.15730, 1.58025], [-0.76210, 1.06140, 2.57416], [1.15786, 0.17389, 1.26593], [-0.50889, 2.07480, -1.30897], [0.09625, 1.06535, 0.23499], [1.12989, 0.70604, -2.82225], [1.00864, -1.62475, -2.10696], [-0.92820, -1.54405, -0.15299], [0.71323, -1.92053, 0.40834]],
  "forces_ev_per_a": [[-0.1, 0.0, -0.1], [0.2, -0.2, 0.0], [-1.4, -0.2, 0.3], [0.2, -0.2, -0.1], [0.0, 0.7, 0.3], [0.0, -0.2, 0.3], [-0.1, 0.1, 0.0], [0.3, -0.1, 0.0], [0.1, -0.1, -0.1], [-0.1, 0.1, -0.1], [1.2, -0.3, -0.1], [-0.1, -0.1, 0.2], [0.1, -0.1, -0.4], [-0.2, 0.1, 0.1], [0.5, 0.3, 0.0], [-0.3, 0.3, -0.3]],
  "lowdin_charge": [-0.095, -0.250, 0.090, -0.281, -0.134, -0.201, 0.076, 0.078, 0.074, 0.126, 0.053, 0.031, 0.109, 0.092, 0.117, 0.116]
}

The calculation returns the following frontier orbital gap values, one per record and in order: 7.27 9.34 7.94 eV.
The calculation returns the following DFT total energy values, one per record and in order: -4373.47457 -537.13078 -234.44287 a.u..
The calculation returns the following max |F| values, one per record and in order: 3.15 6.13 1.47 eV/A.